(1)
The following is a DFT calculation (the ωB97M-V functional and the def2-TZVPD basis) of CH7NO3 as an isolated structure in a non-equilibrium geometry.

```
12
Properties=species:S:1:pos:R:3
C 0.76 0.00 -0.16
N 0.13 -0.35 1.05
O 0.97 -1.06 -0.95
H 0.09 0.79 -0.62
H 1.72 0.51 0.09
H -0.61 -1.04 0.84
H -0.17 0.57 1.44
H -0.17 -1.30 -1.28
O -1.30 -1.53 -1.17
H -1.82 -1.73 -1.95
H 0.24 3.02 1.56
O 0.16 2.13 1.16
```

Computed properties:
charge = 0
largest force on an atom = 5.6 eV Å⁻¹
highest occupied orbital energy = -0.369 Eh
energy above the lowest of the compared OMol25 structures with the same formula, charge and spin = 184.0 kcal per mole



(2)
The following is a DFT calculation (the ωB97M-V functional and the def2-TZVPD basis) of a 2-piece molecular cluster, C5H8N2Se overall in a non-equilibrium geometry.

```
16
Properties=species:S:1:pos:R:3
C -0.03 2.55 0.41
C -0.31 2.21 -0.87
C -0.10 0.44 0.41
C -0.67 -0.04 -1.97
C 1.12 -2.50 1.98
N 0.14 1.44 1.19
N -0.42 0.82 -0.82
Se -0.45 -3.01 1.05
H -0.13 3.48 0.98
H -0.66 2.72 -1.75
H -0.51 -1.06 -1.84
H -1.77 0.04 -2.15
H -0.24 0.14 -2.95
H 1.45 -1.54 1.66
H 0.83 -2.38 2.94
H 1.76 -3.33 1.74
```

Computed properties:
charge = 0
largest force on an atom = 3.5 eV Å⁻¹
highest occupied orbital energy (spin up / spin down) = -0.320 / -0.311 Eh
multiplicity = 3
energy above the lowest of the compared OMol25 structures with the same formula, charge and spin = 0.0 kcal per mole



(3)
The following is a DFT calculation (the ωB97M-V functional and the def2-TZVPD basis) of C39H80F9Li2N3O11 as an isolated structure in a non-equilibrium geometry.

```
144
Properties=species:S:1:pos:R:3
Li -2.85 -0.98 3.13
Li -3.91 -2.48 1.14
O -2.49 -1.07 1.18
H -2.03 -0.39 0.64
O -4.25 -2.36 3.00
H -4.64 -3.02 3.61
C -5.16 1.74 5.25
C -4.47 0.47 4.64
N -3.01 0.71 4.44
C -2.36 0.94 5.72
C -2.58 -0.04 6.91
C -2.74 1.73 3.45
C -1.31 1.68 2.84
H -4.78 2.02 6.24
H -6.21 1.48 5.39
H -5.15 2.62 4.61
H -4.67 -0.39 5.27
H -4.90 0.25 3.66
H -1.28 0.98 5.57
H -2.62 1.95 6.03
H -2.07 0.35 7.79
H -3.65 -0.12 7.14
H -2.14 -1.01 6.67
H -2.90 2.74 3.83
H -3.42 1.67 2.60
H -1.09 2.62 2.33
H -1.29 0.83 2.15
H -0.54 1.50 3.59
C -7.92 -0.10 8.25
C -6.41 -0.21 8.47
N -5.96 -0.50 9.84
C -6.15 0.70 10.69
C -5.42 0.61 12.08
C -6.56 -1.73 10.41
C -6.21 -2.94 9.45
H -8.04 0.50 7.35
H -8.42 0.39 9.09
H -8.38 -1.08 8.13
H -5.99 -0.96 7.79
H -5.96 0.73 8.17
H -5.87 1.58 10.11
H -7.22 0.84 10.84
H -5.62 1.54 12.60
H -5.64 -0.24 12.72
H -4.33 0.54 12.02
H -7.63 -1.53 10.38
H -6.25 -1.99 11.42
H -6.58 -2.84 8.42
H -6.67 -3.82 9.89
H -5.14 -3.12 9.50
C -6.37 -4.28 1.13
C -5.97 -3.79 -0.26
N -5.38 -2.42 -0.26
C -6.21 -1.48 0.46
C -5.65 -0.04 0.50
C -5.05 -2.00 -1.61
C -4.21 -3.01 -2.40
H -6.70 -5.31 1.02
H -7.25 -3.79 1.55
H -5.56 -4.15 1.84
H -5.29 -4.53 -0.67
H -6.87 -3.80 -0.89
H -6.47 -1.83 1.46
H -7.21 -1.50 0.02
H -6.31 0.71 0.94
H -5.33 0.28 -0.49
H -4.74 -0.04 1.10
H -5.98 -1.85 -2.18
H -4.46 -1.08 -1.65
H -4.81 -3.86 -2.72
H -3.72 -2.58 -3.27
H -3.50 -3.56 -1.79
C -7.84 -2.31 3.99
C -8.28 -2.78 5.36
O -8.64 -4.13 5.35
C -9.23 -4.70 6.43
O -9.37 -4.13 7.53
C -9.69 -6.18 6.30
F -11.01 -6.36 6.27
F -9.17 -6.73 5.17
F -9.19 -6.90 7.34
H -7.47 -1.28 4.01
H -8.58 -2.55 3.23
H -6.92 -2.86 3.80
H -9.13 -2.16 5.63
H -7.49 -2.66 6.10
C -4.62 -4.35 5.98
C -3.08 -4.32 5.87
O -2.71 -5.61 5.37
C -1.55 -6.11 5.78
O -0.82 -5.54 6.63
C -1.09 -7.37 5.05
F -2.09 -7.84 4.25
F 0.01 -7.15 4.29
F -0.73 -8.29 5.94
H -4.99 -4.68 5.01
H -4.85 -3.29 6.09
H -5.03 -5.07 6.69
H -2.69 -4.15 6.87
H -2.76 -3.51 5.23
C -7.57 -10.06 8.25
C -6.30 -9.49 7.56
O -6.54 -9.16 6.23
C -5.69 -8.35 5.43
O -4.52 -8.02 5.70
C -6.22 -8.10 4.02
F -5.40 -8.72 3.17
F -7.53 -8.53 3.87
F -6.16 -6.81 3.79
H -8.03 -10.89 7.71
H -8.24 -9.22 8.39
H -7.36 -10.47 9.23
H -5.58 -10.31 7.57
H -5.89 -8.64 8.12
C 0.61 -2.98 5.12
C -0.08 -2.01 4.16
O -1.28 -1.74 4.29
C 0.62 -1.59 2.88
H 0.76 -3.97 4.68
H 0.12 -3.01 6.10
H 1.61 -2.55 5.25
H 0.00 -1.86 2.02
H 1.55 -2.15 2.82
H 0.76 -0.51 2.79
C -1.01 -5.01 2.14
C -2.39 -4.92 1.58
O -2.68 -4.09 0.70
C -3.33 -5.98 1.95
H -0.64 -6.02 2.02
H -1.08 -4.66 3.17
H -0.41 -4.24 1.66
H -4.27 -5.88 1.41
H -3.53 -5.95 3.02
H -2.83 -6.90 1.66
C 0.85 -0.39 -0.23
C 0.75 -1.89 -0.45
O 1.59 -2.72 -0.11
C -0.48 -2.36 -1.22
H 1.40 -0.20 0.69
H -0.17 0.00 -0.18
H 1.36 0.13 -1.04
H -1.38 -2.03 -0.69
H -0.55 -3.44 -1.33
H -0.57 -1.67 -2.06
```

Computed properties:
charge = 0
largest force on an atom = 4.6 eV Å⁻¹
highest occupied orbital energy = -0.304 Eh



(4)
The following is a DFT calculation (the ωB97M-V functional and the def2-TZVPD basis) of a 2-piece molecular cluster, C2H8N2 overall in a non-equilibrium geometry.

```
12
Properties=species:S:1:pos:R:3
C -1.44 0.17 0.82
N -0.63 1.27 0.30
H -1.08 -0.13 1.81
H -1.32 -0.74 0.23
H -2.50 0.43 0.90
H -0.98 2.14 0.69
H -0.85 1.41 -0.68
C 1.67 -0.55 -0.76
N 2.23 -1.64 -0.44
H 1.12 0.15 -0.10
H 1.80 -0.06 -1.75
H 1.99 -2.45 -1.02
```

Computed properties:
charge = 0
largest force on an atom = 3.3 eV Å⁻¹
highest occupied orbital energy = -0.309 Eh
energy above the lowest of the compared OMol25 structures with the same formula, charge and spin = 51.7 kcal per mole



(5)
The following is a DFT calculation (the ωB97M-V functional and the def2-TZVPD basis) of a 2-piece molecular cluster, C4H10N overall in a non-equilibrium geometry.

```
15
Properties=species:S:1:pos:R:3
C 1.61 1.67 0.94
C 1.30 2.73 0.14
H 1.89 0.70 0.57
H 1.69 1.81 2.01
H 0.98 2.50 -0.95
H 1.22 3.77 0.43
C -2.11 -1.18 -0.09
C 0.47 -1.63 -0.34
N -0.82 -1.94 -0.59
H -3.02 -1.54 -0.45
H -2.04 -1.29 0.98
H -1.96 -0.10 -0.30
H 0.71 -0.53 -0.33
H 1.09 -2.41 -0.60
H -1.03 -2.54 -1.41
```

Computed properties:
charge = 0
largest force on an atom = 4.8 eV Å⁻¹
highest occupied orbital energy (spin up / spin down) = -0.234 / -0.351 Eh
multiplicity = 2
energy above the lowest of the compared OMol25 structures with the same formula, charge and spin = 39.8 kcal per mole



(6)
The following is a DFT calculation (the ωB97M-V functional and the def2-TZVPD basis) of a 3-piece molecular cluster, C3H12O3 overall in a non-equilibrium geometry.

```
18
Properties=species:S:1:pos:R:3
C 0.58 1.95 0.59
O 1.63 1.06 0.10
C -0.64 1.14 0.92
C -1.82 2.01 1.32
H 0.35 2.58 -0.28
H 0.95 2.54 1.43
H 2.38 1.30 0.66
H -0.40 0.42 1.71
H -0.85 0.51 0.05
H -1.56 2.67 2.12
H -2.65 1.40 1.67
H -2.17 2.57 0.47
H -0.14 -5.77 -1.86
H -0.40 -4.80 -3.04
O 0.25 -5.40 -2.66
H 1.33 -0.67 -0.81
H 2.02 -1.93 -1.27
O 1.14 -1.57 -1.11
```

Computed properties:
charge = 0
largest force on an atom = 1.4 eV Å⁻¹
highest occupied orbital energy = -0.390 Eh
energy above the lowest of the compared OMol25 structures with the same formula, charge and spin = 4.8 kcal per mole